{
  "formula": "C46H76IN3O18S2",
  "method": "ωB97M-V/def2-TZVPD",
  "energy_ev": -120030.2557,
  "smiles": "COCCCC[C@@]1(C[C@H](C)OCc2ccccc2)C[C@@](I)(CCCSC(=S)n2ccnc2)C(=O)N1.CCOC(=O)OC.CCOC(=O)OC.CCOC(=O)OC.CCOC(=O)OC.CCOC(=O)OC",
  "lumo_energy_ev": -1.1,
  "max_force_ev_per_a": 2.1,
  "homo_lumo_gap_ev": 7.51,
  "symbols": ["C", "O", "C", "C", "C", "C", "C", "C", "C", "C", "O", "C", "C", "C", "C", "C", "C", "C", "C", "C", "I", "C", "C", "C", "S", "C", "S", "N", "C", "C", "N", "C", "C", "O", "N", "H", "H", "H", "H", "H", "H", "H", "H", "H", "H", "H", "H", "H", "H", "H", "H", "H", "H", "H", "H", "H", "H", "H", "H", "H", "H", "H", "H", "H", "H", "H", "H", "H", "H", "H", "H", "C", "C", "O", "C", "O", "O", "C", "H", "H", "H", "H", "H", "H", "H", "H", "C", "C", "O", "C", "O", "O", "C", "H", "H", "H", "H", "H", "H", "H", "H", "C", "C", "O", "C", "O", "O", "C", "H", "H", "H", "H", "H", "H", "H", "H", "C", "C", "O", "C", "O", "O", "C", "H", "H", "H", "H", "H", "H", "H", "H", "C", "C", "O", "C", "O", "O", "C", "H", "H", "H", "H", "H", "H", "H", "H"],
  "coordinates": [[6.16796, -0.75829, -1.79340], [5.39367, -1.76421, -1.13193], [4.70248, -2.55778, -2.07334], [3.44399, -1.85812, -2.64945], [2.67975, -2.89845, -3.49285], [1.58579, -2.33339, -4.41923], [0.30225, -1.78470, -3.71142], [-0.23867, -2.98372, -2.88810], [-1.67276, -2.89237, -2.34474], [-2.77386, -2.95447, -3.43257], [-1.87968, -1.80099, -1.44551], [-1.77735, -2.28746, -0.10581], [-1.89175, -1.10801, 0.84892], [-2.96640, -0.25261, 0.65007], [-3.10931, 0.85209, 1.44936], [-2.17410, 1.07139, 2.45311], [-1.12476, 0.22320, 2.66939], [-0.98364, -0.89511, 1.85640], [0.56013, -0.42008, -3.01835], [-0.28573, 0.71669, -3.65257], [-1.61874, 1.43564, -2.09886], [0.59559, 1.94120, -4.00393], [-0.16846, 3.08625, -4.72089], [-0.39042, 4.34121, -3.85762], [1.03128, 5.50190, -3.83547], [2.52288, 4.59732, -3.41428], [3.58175, 4.26057, -4.59150], [2.84659, 4.20382, -2.08910], [3.11234, 5.01293, -0.99523], [3.36985, 4.17052, 0.02096], [3.30754, 2.83463, -0.38970], [3.00343, 2.92744, -1.64234], [-0.89511, 0.00793, -4.87981], [-1.58792, 0.48065, -5.75773], [-0.53711, -1.35363, -4.87098], [6.13589, -0.82493, -2.88884], [5.75440, 0.22019, -1.51093], [7.21388, -0.85772, -1.47955], [5.32875, -2.87665, -2.92309], [4.35026, -3.47022, -1.56776], [3.79676, -1.03177, -3.28738], [2.85289, -1.42640, -1.83327], [2.33870, -3.69140, -2.81617], [3.42947, -3.36824, -4.15361], [2.03446, -1.56714, -5.06879], [1.24692, -3.17424, -5.04776], [-0.09395, -3.89319, -3.48339], [0.42530, -3.07355, -2.01321], [-1.82386, -3.80955, -1.74828], [-2.35047, -3.53210, -4.26514], [-3.65667, -3.48970, -3.07359], [-2.98997, -1.94392, -3.79039], [-0.81975, -2.81295, 0.03013], [-2.61626, -2.96572, 0.13146], [-3.67278, -0.48440, -0.14446], [-3.91824, 1.56920, 1.32978], [-2.28335, 1.96638, 3.06501], [-0.39642, 0.42489, 3.45145], [-0.17637, -1.61351, 1.98646], [0.74024, -0.38697, -1.94097], [1.56621, -0.16449, -3.41087], [1.00078, 2.35173, -3.07705], [1.38723, 1.60692, -4.69295], [-1.10213, 2.75293, -5.18784], [0.45944, 3.41419, -5.56467], [-0.67767, 4.12705, -2.82585], [-1.21279, 4.91768, -4.30132], [3.11851, 6.09407, -0.95687], [3.63615, 4.36235, 1.05230], [2.88129, 2.03488, -2.24658], [-0.03412, -1.59964, -5.71605], [-0.80079, -8.67878, 0.99683], [-1.33869, -8.53325, -0.41094], [-0.63046, -7.51945, -1.14092], [0.56225, -7.87990, -1.61323], [1.07681, -8.96034, -1.49591], [1.09542, -6.82312, -2.23313], [2.42449, -7.02924, -2.71659], [-0.80004, -7.71428, 1.50713], [-1.40834, -9.38122, 1.56745], [0.22716, -9.04094, 0.98931], [-2.37786, -8.20904, -0.37608], [-1.31194, -9.48021, -0.95104], [2.49403, -7.91902, -3.33983], [3.11842, -7.09840, -1.87943], [2.68620, -6.16094, -3.31700], [-1.35468, 3.90150, 7.88935], [-0.38634, 2.76916, 7.62383], [-0.05103, 2.68048, 6.23128], [0.84263, 3.57037, 5.79832], [1.38914, 4.41126, 6.46366], [1.01304, 3.37768, 4.48895], [1.88025, 4.32515, 3.86477], [-2.23381, 3.81080, 7.24947], [-1.67435, 3.89584, 8.93159], [-0.89889, 4.86842, 7.67493], [-0.85326, 1.82015, 7.88405], [0.51651, 2.86292, 8.22792], [2.83658, 4.38482, 4.38124], [1.40267, 5.30405, 3.83192], [2.04914, 3.98131, 2.84752], [-5.05761, -6.39880, -7.56645], [-4.84161, -7.88111, -7.34350], [-3.47465, -8.16826, -7.01635], [-3.12104, -7.90664, -5.75863], [-3.83835, -7.47577, -4.89343], [-1.82337, -8.19099, -5.62534], [-1.28932, -7.86900, -4.34079], [-4.35670, -6.01829, -8.31112], [-6.07533, -6.20728, -7.90722], [-4.89100, -5.83511, -6.64860], [-5.05251, -8.42555, -8.26289], [-5.50768, -8.27250, -6.57426], [-1.87748, -8.31988, -3.54389], [-1.24375, -6.78736, -4.21582], [-0.27844, -8.26859, -4.29896], [-4.37768, -0.61478, 11.68014], [-3.72582, 0.75095, 11.62592], [-3.79100, 1.31107, 10.30670], [-4.96868, 1.83724, 9.96600], [-5.94948, 1.89239, 10.66027], [-4.87496, 2.27802, 8.70990], [-6.09904, 2.78822, 8.17810], [-3.95085, -1.27228, 10.92110], [-4.23608, -1.06767, 12.66169], [-5.44758, -0.54715, 11.48413], [-2.66665, 0.66213, 11.86405], [-4.16568, 1.43476, 12.35217], [-6.52802, 3.54511, 8.83181], [-6.80620, 1.97440, 8.02166], [-5.86722, 3.24247, 7.21814], [5.07252, 10.36307, 2.98039], [3.75363, 10.95913, 2.53478], [3.84245, 11.49598, 1.20715], [3.79256, 10.59996, 0.22292], [3.66854, 9.40927, 0.35177], [3.92344, 11.24924, -0.93547], [3.97842, 10.39648, -2.08023], [5.87697, 11.09242, 2.87327], [5.01698, 10.04699, 4.02229], [5.33792, 9.49811, 2.37271], [3.49139, 11.79534, 3.18127], [2.94304, 10.23289, 2.59846], [3.13101, 9.71377, -2.10460], [4.91558, 9.84057, -2.08727], [3.94094, 11.03518, -2.95878]]
}